This record from the Open Molecules 2025 dataset describes an isolated molecule of C3H2N4 at a distorted geometry. The level of theory is ωB97M-V with the def2-TZVPD basis set.

Results
SMILES = N#CC1=NN=NC1
HOMO = -0.406 hartree
relative energy (zero: lowest compared OMol25 entry of this formula, charge and spin) = 1.9374 eV
electronic energy = -334.45390 Ha

Each line ends with the natural charge from an NBO analysis.
Atoms and positions in Å:
N (-0.7259, -1.0906, -0.7718)  -0.206
N (0.6715, 0.4211, -1.6100)  -0.099
N (-0.0897, -0.5134, -1.9159)  0.005
H (1.5552, 0.7509, 0.3126)  0.271
N (-1.0706, -0.8288, 2.6898)  -0.225
C (-0.3332, -0.4075, 0.2443)  0.117
C (-0.7575, -0.6624, 1.5883)  0.231
C (0.5949, 0.6565, -0.1875)  -0.378
H (0.1575, 1.6566, -0.2483)  0.285

=====

This record from the Open Molecules 2025 dataset describes a cluster of 2 separate species, C2H10N2O in total at a distorted geometry. The level of theory is ωB97M-V with the def2-TZVPD basis set.

Results
spin multiplicity = 2
HOMO (spin up / spin down) = 0.045 / -0.184 hartree
relative energy (zero: lowest compared OMol25 entry of this formula, charge and spin) = 0.6163 eV
electronic energy = -266.86964 Ha
charge = -1

Each line ends with the Löwdin spin population.
Atoms and positions in Å:
H (0.6585, -2.4139, -0.9483)  0.004
H (-3.0545, 3.8941, 0.4392)  0.068
N (-0.5398, -1.6255, 0.4902)  0.028
C (1.4816, -0.4752, -0.4951)  0.129
H (-0.5795, -1.0492, 1.3183)  0.037
H (1.4480, -2.2772, 0.7047)  0.006
H (2.2205, -0.1607, 0.2435)  0.031
H (-1.1766, -2.3896, 0.4443)  0.007
C (0.8052, -1.8162, -0.0477)  0.036
O (-3.0283, 3.2398, 1.1309)  0.269
N (0.5804, 0.5876, -0.8647)  0.090
H (-2.0990, 2.9669, 1.1140)  0.098
H (0.6422, 1.4161, -0.2976)  0.122
H (0.6029, 0.8535, -1.8280)  0.058
H (2.0384, -0.7504, -1.4036)  0.016

=====

This record from the Open Molecules 2025 dataset describes a cluster of 2 separate species, C10H13O4S in total at a distorted geometry. The level of theory is ωB97M-V with the def2-TZVPD basis set.

Results
HOMO = -0.161 hartree
relative energy (zero: lowest compared OMol25 entry of this formula, charge and spin) = 0.2735 eV
electronic energy = -1088.01673 Ha
charge = -1

Each line ends with the natural charge from an NBO analysis.
Atoms and positions in Å:
C (2.5889, 2.1522, 0.3356)  -0.237
H (-1.4029, -0.9840, -0.5528)  0.244
C (-2.4404, -1.3604, 1.2610)  -0.592
O (-0.5340, 0.1765, 2.3075)  -0.587
C (2.7448, 2.0811, -1.0819)  -0.194
H (3.6550, 2.4888, -1.5544)  0.209
H (-2.6532, -0.9958, 2.1716)  0.212
S (1.1099, -2.2169, -0.0296)  1.665
H (1.5832, 1.2439, -2.8202)  0.204
H (-2.1760, 1.2320, -0.8732)  0.208
H (1.5903, 1.5697, 2.1180)  0.228
O (0.5953, -2.4606, -1.7516)  -0.992
H (0.0400, -3.2534, -1.6954)  0.459
C (1.6250, 1.4067, -1.7629)  -0.222
C (-1.6433, -0.4395, 0.3954)  -0.347
H (-3.3120, -1.7006, 0.6612)  0.188
C (1.5472, 1.5168, 0.9968)  -0.152
O (2.4721, -1.7530, -0.2353)  -1.008
H (3.3840, 2.6012, 0.9627)  0.199
C (-0.5228, 0.1045, 1.0846)  0.595
H (-2.5990, 1.4558, 0.9589)  0.214
C (0.6716, 0.7733, -1.0695)  -0.143
H (-3.6239, 0.5512, -0.3469)  0.202
H (-1.8372, -2.2745, 1.4305)  0.227
H (0.0710, 0.1503, -1.7283)  0.224
C (0.5822, 0.7379, 0.2707)  -0.171
O (1.0746, -3.6319, 0.5492)  -1.035
C (-2.5907, 0.8286, -0.0017)  -0.597